No. 1
Computed, not measured: a structure of composition C13H36N2O12PS2 in a non-equilibrium geometry, with the ωB97M-V functional and the def2-TZVPD basis.

E_tot in hartree: -2667.1602
Net charge: -1
Kohn-Sham gap in hartree: 0.2976

Positions of all 66 atoms, in Å:
1 C -2.643 0.124 -2.242
2 N -1.820 1.056 -3.008
3 C -0.598 1.492 -2.341
4 C -1.740 0.581 -4.330
5 O -2.784 0.476 -5.006
6 C -0.425 0.109 -4.906
7 S -0.073 -1.636 -4.572
8 O -1.267 -2.329 -5.019
9 O 1.159 -1.855 -5.302
10 N 0.045 -1.856 -3.007
11 S 1.397 -1.386 -2.285
12 O 2.354 -2.453 -2.092
13 O 1.895 -0.109 -2.771
14 C 0.709 -1.017 -0.662
15 P 0.811 -2.276 0.624
16 O 2.145 -2.746 1.032
17 O -0.148 -3.454 0.153
18 O -0.031 -1.574 1.788
19 H -3.689 0.259 -2.490
20 H -2.380 -0.906 -2.472
21 H -2.549 0.296 -1.176
22 H -0.167 0.739 -1.706
23 H -0.847 2.335 -1.698
24 H 0.140 1.841 -3.044
25 H -0.542 0.128 -5.981
26 H 0.452 0.685 -4.652
27 H -0.348 -0.885 -0.858
28 H 1.131 -0.097 -0.278
29 H -1.053 -3.235 0.385
30 H -0.358 -0.713 1.474
31 C -0.335 3.267 1.850
32 C -1.093 2.204 1.084
33 O -1.000 0.940 1.747
34 H 0.708 2.971 1.956
35 H -0.382 4.228 1.335
36 H -0.742 3.389 2.851
37 H -0.667 2.059 0.093
38 H -2.147 2.474 0.964
39 H -1.384 1.020 2.624
40 C 3.036 2.679 5.636
41 C 2.157 3.571 4.779
42 O 0.801 3.130 4.750
43 H 3.001 1.652 5.273
44 H 4.072 3.019 5.622
45 H 2.690 2.677 6.673
46 H 2.495 3.556 3.743
47 H 2.200 4.606 5.135
48 H 0.467 3.143 5.651
49 C 4.503 -0.196 2.725
50 C 3.650 0.789 1.947
51 O 2.333 0.301 1.759
52 H 4.523 -1.154 2.205
53 H 5.524 0.172 2.842
54 H 4.082 -0.368 3.719
55 H 4.058 0.943 0.949
56 H 3.623 1.763 2.459
57 H 1.926 0.144 2.615
58 C -3.561 -4.243 -2.461
59 C -4.418 -3.943 -1.239
60 O -4.548 -2.540 -1.008
61 H -2.568 -3.810 -2.369
62 H -3.456 -5.318 -2.611
63 H -4.011 -3.814 -3.359
64 H -3.975 -4.356 -0.331
65 H -5.412 -4.390 -1.361
66 H -4.926 -2.163 -1.806

=====

No. 2
Computed, not measured: a structure of composition C13H37BrCuN5O4 in a non-equilibrium geometry, with the ωB97M-V functional and the def2-TZVPD basis.

E_tot in hartree: -5306.2481
Energy above the lowest of the compared OMol25 structures with the same formula, charge and spin in eV: 7.316
Net charge: +1
Kohn-Sham gap (alpha / beta) in hartree: 0.1967 / 0.1815
Multiplicity: 2

Positions of all 61 atoms, in Å:
1 Cu 8.116 -12.145 13.466
2 Br 7.322 -9.412 17.058
3 C 7.533 -15.525 8.528
4 O 7.830 -14.802 9.426
5 N 7.402 -16.782 8.635
6 N 7.227 -15.200 7.329
7 H 7.741 -17.182 9.498
8 H 7.091 -17.286 7.817
9 H 7.446 -14.231 7.144
10 H 7.074 -15.833 6.557
11 C 11.651 -14.473 18.276
12 C 12.608 -14.190 17.145
13 C 13.899 -14.998 17.171
14 O 14.880 -14.501 18.107
15 C 14.776 -14.700 19.479
16 N 11.934 -14.321 15.882
17 H 10.614 -14.234 18.036
18 H 11.964 -14.037 19.224
19 H 11.753 -15.532 18.510
20 H 12.858 -13.136 17.270
21 H 14.290 -14.913 16.157
22 H 13.707 -16.066 17.268
23 H 14.266 -13.872 19.972
24 H 15.769 -14.595 19.915
25 H 14.285 -15.619 19.797
26 H 11.803 -15.318 15.979
27 H 12.689 -14.189 15.225
28 C 3.194 -15.452 15.078
29 C 3.980 -14.794 13.978
30 C 3.465 -13.442 13.501
31 O 4.376 -12.804 12.672
32 C 3.885 -11.563 12.227
33 N 5.315 -14.685 14.546
34 H 2.880 -14.629 15.720
35 H 3.673 -16.332 15.505
36 H 2.281 -15.900 14.686
37 H 3.920 -15.478 13.131
38 H 3.184 -12.883 14.393
39 H 2.582 -13.570 12.874
40 H 2.937 -11.482 11.696
41 H 4.592 -10.978 11.638
42 H 3.571 -10.933 13.059
43 H 5.114 -14.784 15.531
44 H 5.825 -15.544 14.397
45 C 13.322 -9.507 12.207
46 C 12.499 -9.985 10.991
47 C 13.132 -11.088 10.132
48 O 13.442 -12.180 11.026
49 C 13.962 -13.367 10.366
50 N 11.086 -9.992 11.211
51 H 14.230 -8.943 11.993
52 H 13.467 -10.280 12.963
53 H 12.625 -8.891 12.775
54 H 12.670 -9.197 10.257
55 H 14.039 -10.734 9.640
56 H 12.481 -11.316 9.288
57 H 14.867 -12.992 9.888
58 H 13.180 -13.807 9.748
59 H 14.241 -14.015 11.197
60 H 10.581 -10.005 10.337
61 H 10.813 -9.112 11.625

=====

No. 3
Computed, not measured: a cluster of 7 separate species, C13H38NO14 in total in a non-equilibrium geometry, with the ωB97M-V functional and the def2-TZVPD basis.

E_tot in hartree: -1626.0624
Energy above the lowest of the compared OMol25 structures with the same formula, charge and spin in eV: 0.000
Net charge: -1
Kohn-Sham gap in hartree: 0.3479

Positions of all 66 atoms, in Å:
1 N -0.205 0.202 0.621
2 O 0.500 -0.365 -0.234
3 O -0.360 1.382 0.688
4 O -0.753 -0.581 1.367
5 C -1.717 -0.646 -3.664
6 C -0.867 0.608 -3.963
7 C -1.321 1.806 -3.131
8 O 0.471 0.381 -3.581
9 H -1.371 -1.648 -3.918
10 H -2.542 -0.541 -4.369
11 H -2.000 -0.734 -2.615
12 H -1.011 0.771 -5.031
13 H -0.603 2.596 -3.346
14 H -1.499 1.759 -2.057
15 H -2.283 2.091 -3.559
16 H 0.457 0.606 -2.647
17 C 3.601 0.197 1.167
18 C 3.963 0.494 2.636
19 O 4.853 -0.558 2.934
20 O 2.877 -1.026 0.949
21 H 4.540 0.169 0.615
22 H 3.022 1.023 0.754
23 H 3.123 0.330 3.311
24 H 4.401 1.478 2.801
25 H 4.568 -1.469 2.835
26 H 1.979 -0.790 0.702
27 C 0.280 -4.593 -2.017
28 C 0.383 -3.024 -1.995
29 O 1.026 -2.532 -3.184
30 O 1.404 -5.248 -1.407
31 H 0.145 -4.866 -3.064
32 H -0.588 -4.747 -1.376
33 H 0.861 -2.719 -1.064
34 H -0.664 -2.721 -1.967
35 H 0.781 -1.606 -3.245
36 H 2.184 -4.767 -1.693
37 C -1.285 1.693 4.094
38 C -1.468 2.315 5.461
39 O -2.905 2.411 5.555
40 O -1.698 0.290 4.177
41 H -0.280 1.748 3.676
42 H -1.889 2.119 3.293
43 H -1.074 3.317 5.630
44 H -0.972 1.644 6.163
45 H -3.256 1.522 5.651
46 H -1.801 0.026 3.260
47 C -4.277 -2.632 -0.542
48 C -3.333 -1.805 0.259
49 O -2.537 -2.610 1.141
50 O -3.495 -3.325 -1.345
51 H -5.011 -2.025 -1.073
52 H -4.723 -3.379 0.115
53 H -3.859 -1.093 0.894
54 H -2.649 -1.453 -0.513
55 H -1.771 -2.088 1.392
56 H -3.024 -3.817 -0.668
57 C 2.298 4.062 0.321
58 C 2.902 3.768 -1.066
59 O 1.860 3.474 -1.970
60 O 1.799 3.016 1.097
61 H 1.423 4.684 0.132
62 H 3.058 4.531 0.946
63 H 3.489 2.882 -0.822
64 H 3.509 4.582 -1.463
65 H 2.206 2.882 -2.641
66 H 1.130 2.547 0.594

=====

No. 4
Computed, not measured: a structure of composition C13H40EuN7P, with the ωB97M-V functional and the def2-TZVPD basis.

E_tot in hartree: -1953.4955
Energy above the lowest of the compared OMol25 structures with the same formula, charge and spin in eV: 0.135
Net charge: +3
Kohn-Sham gap (alpha / beta) in hartree: 0.2812 / 0.3782
Multiplicity: 7

Positions of all 62 atoms, in Å:
1 Eu -0.036 -0.039 -0.055
2 N 1.570 -2.058 -0.685
3 C 0.690 -3.175 -1.132
4 C -0.131 -2.723 -2.309
5 N -1.078 -1.625 -1.966
6 C -2.337 -2.233 -1.451
7 C -3.230 -1.239 -0.751
8 N -2.564 -0.729 0.483
9 C -1.375 -0.875 -3.218
10 C -0.317 0.156 -3.520
11 N -0.301 1.158 -2.418
12 H 2.228 -1.871 -1.440
13 H 2.159 -2.394 0.073
14 H 0.053 -3.461 -0.297
15 H 1.266 -4.053 -1.422
16 H -0.680 -3.569 -2.733
17 H 0.542 -2.372 -3.093
18 H -2.071 -3.029 -0.750
19 H -2.883 -2.710 -2.270
20 H -4.179 -1.719 -0.518
21 H -3.460 -0.387 -1.388
22 H -2.587 -1.479 1.170
23 H -3.165 -0.017 0.890
24 H -2.337 -0.370 -3.114
25 H -1.480 -1.572 -4.053
26 H -0.526 0.621 -4.482
27 H 0.674 -0.292 -3.592
28 H -1.164 1.693 -2.487
29 H 0.422 1.846 -2.618
30 N -1.374 2.244 0.346
31 C -0.474 3.264 0.957
32 C 0.182 2.682 2.185
33 N 0.990 1.460 1.905
34 C 2.436 1.747 1.683
35 C 2.754 2.104 0.253
36 N 2.377 0.967 -0.633
37 H -1.812 2.664 -0.470
38 H -2.152 2.114 0.990
39 H -1.023 4.161 1.241
40 H 0.257 3.566 0.209
41 H -0.597 2.404 2.899
42 H 0.794 3.443 2.672
43 H 0.961 0.919 2.763
44 H 2.993 0.847 1.958
45 H 2.775 2.543 2.347
46 H 3.816 2.337 0.171
47 H 2.213 2.991 -0.069
48 H 3.071 0.237 -0.486
49 H 2.536 1.248 -1.598
50 C -0.700 -3.499 2.360
51 P -0.002 -1.810 2.390
52 C 1.633 -2.093 3.153
53 C -0.965 -1.045 3.746
54 H -0.766 -3.864 3.386
55 H -0.059 -4.179 1.801
56 H -1.702 -3.529 1.926
57 H 1.500 -2.606 4.107
58 H 2.168 -1.160 3.338
59 H 2.253 -2.725 2.515
60 H -0.785 -1.598 4.669
61 H -2.035 -1.091 3.531
62 H -0.700 0.000 3.917

=====

No. 5
Computed, not measured: a structure of composition C13H40F11N3O23S5Y2 in a non-equilibrium geometry, with the ωB97M-V functional and the def2-TZVPD basis.

E_tot in hartree: -5580.0380
Net charge: +1
Kohn-Sham gap (alpha / beta) in hartree: 0.1546 / 0.2659
Multiplicity: 2

Positions of all 97 atoms, in Å:
1 Y 3.946 -2.231 0.781
2 Y 1.420 2.009 3.990
3 C 0.991 1.005 -1.247
4 F 1.393 0.008 -2.053
5 F 1.601 2.157 -1.300
6 F -0.317 1.252 -1.466
7 S 1.150 0.345 0.656
8 O 0.029 -0.558 0.960
9 O 2.374 -0.503 0.688
10 O 1.228 1.532 1.618
11 C 2.756 -2.192 5.436
12 F 2.292 -1.480 6.450
13 F 4.003 -1.848 5.304
14 F 2.807 -3.516 5.662
15 S 1.776 -1.776 3.789
16 O 0.428 -2.304 3.838
17 O 1.637 -0.353 3.803
18 O 2.533 -2.294 2.648
19 C 6.234 1.681 2.937
20 F 6.098 1.889 4.152
21 F 6.471 2.765 2.178
22 F 7.126 0.754 2.707
23 S 4.555 1.080 2.219
24 O 3.521 1.417 3.205
25 O 4.469 1.721 0.892
26 O 4.605 -0.373 2.022
27 N 2.556 3.884 3.969
28 S 3.261 4.779 5.294
29 O 3.456 6.213 5.252
30 O 4.343 4.017 5.984
31 F 1.932 4.610 6.232
32 S 3.086 4.905 2.898
33 O 4.528 5.120 2.927
34 O 2.240 6.048 2.523
35 F 2.872 3.845 1.711
36 O -0.047 3.513 2.848
37 H 0.157 3.781 1.952
38 H -0.981 3.308 2.830
39 O 1.875 -2.010 -4.022
40 H 1.223 -1.497 -4.499
41 H 2.689 -1.873 -4.506
42 O -2.221 -1.189 2.920
43 H -2.428 -2.075 3.218
44 H -1.346 -1.262 2.541
45 O 2.246 -2.615 -1.088
46 H 1.732 -3.395 -1.298
47 H 2.580 -2.314 -1.933
48 O 4.546 -0.584 -0.997
49 H 4.747 -0.924 -1.869
50 H 4.592 0.368 -1.095
51 O -0.741 0.923 3.792
52 H -0.839 0.023 4.103
53 H -1.466 1.047 3.180
54 C 0.467 3.427 -4.315
55 C 0.876 2.692 -5.579
56 O 1.218 3.459 -6.733
57 O 0.026 4.754 -4.568
58 H 1.252 3.430 -3.559
59 H -0.376 2.994 -3.775
60 H 0.092 2.082 -6.027
61 H 1.709 1.988 -5.613
62 H 0.493 4.003 -7.048
63 H -0.933 4.713 -4.580
64 C -4.177 -4.973 -3.216
65 C -3.152 -4.013 -2.565
66 C -1.941 -4.697 -1.979
67 O -0.877 -3.751 -1.544
68 C -1.019 -3.085 -0.356
69 N -2.884 -3.054 -3.648
70 H -3.797 -5.316 -4.178
71 H -5.166 -4.525 -3.318
72 H -4.242 -5.848 -2.568
73 H -3.679 -3.450 -1.795
74 H -1.505 -5.204 -2.839
75 H -2.245 -5.426 -1.228
76 H -1.679 -2.227 -0.486
77 H -0.158 -2.466 -0.104
78 H -1.223 -3.818 0.424
79 H -2.260 -2.339 -3.305
80 H -2.349 -3.427 -4.419
81 C -3.371 0.064 -1.891
82 C -4.172 0.784 -0.827
83 C -5.445 0.066 -0.300
84 O -6.347 -0.476 -1.259
85 C -7.150 -1.575 -0.713
86 N -3.224 1.115 0.175
87 H -2.385 0.518 -1.983
88 H -3.870 0.104 -2.860
89 H -3.324 -0.970 -1.551
90 H -4.426 1.666 -1.415
91 H -5.928 0.749 0.399
92 H -5.017 -0.809 0.190
93 H -7.841 -1.277 0.076
94 H -6.575 -2.375 -0.247
95 H -7.657 -1.908 -1.618
96 H -2.441 1.416 -0.388
97 H -3.017 0.151 0.397

=====

No. 6
Computed, not measured: a cluster of 9 separate species, C13H40N4O17S2 in total in a non-equilibrium geometry, with the ωB97M-V functional and the def2-TZVPD basis.

E_tot in hartree: -2813.2614
Structure (SMILES): CCOS(C)(=O)=O.CCOS(C)(=O)=O.C[N+](=O)[O-].C[N+](=O)[O-].C[N+](=O)[O-].C[N+](=O)[O-].CO.CO.CO
Kohn-Sham gap in hartree: 0.3469

Positions of all 76 atoms, in Å:
1 C 5.575 -0.525 19.784
2 C 6.308 -1.204 20.859
3 O 7.610 -1.672 20.344
4 S 8.477 -2.609 21.410
5 C 9.217 -1.255 22.506
6 O 7.551 -3.412 22.227
7 O 9.583 -3.215 20.673
8 H 6.133 0.262 19.278
9 H 4.686 0.031 20.083
10 H 5.179 -1.221 19.045
11 H 6.551 -0.530 21.680
12 H 5.747 -1.970 21.393
13 H 8.537 -0.930 23.294
14 H 9.411 -0.375 21.893
15 H 10.109 -1.722 22.925
16 C 6.291 5.062 26.587
17 C 5.208 4.212 27.280
18 O 4.599 4.925 28.323
19 S 3.453 4.105 29.161
20 C 4.481 3.714 30.700
21 O 2.431 5.110 29.564
22 O 3.108 2.847 28.503
23 H 5.795 5.759 25.911
24 H 6.883 4.469 25.890
25 H 6.927 5.748 27.147
26 H 4.421 3.898 26.595
27 H 5.668 3.275 27.595
28 H 4.721 4.689 31.124
29 H 5.401 3.199 30.422
30 H 3.890 3.102 31.382
31 C 12.758 3.617 20.380
32 N 11.460 4.273 20.711
33 O 11.071 4.218 21.877
34 O 10.734 4.687 19.816
35 H 13.457 3.983 21.132
36 H 12.993 3.990 19.384
37 H 12.696 2.531 20.460
38 C 12.942 2.694 24.044
39 N 12.434 1.568 23.199
40 O 13.190 1.214 22.302
41 O 11.306 1.160 23.417
42 H 13.850 2.420 24.581
43 H 12.170 2.826 24.803
44 H 12.960 3.634 23.494
45 C 3.369 0.582 26.052
46 N 4.326 0.401 24.900
47 O 4.463 1.289 24.169
48 O 4.971 -0.604 24.839
49 H 3.871 1.236 26.765
50 H 3.141 -0.404 26.457
51 H 2.467 1.012 25.618
52 C 8.117 6.691 22.161
53 N 7.052 7.436 22.828
54 O 7.013 7.406 24.108
55 O 6.111 7.818 22.107
56 H 8.369 7.205 21.233
57 H 7.660 5.731 21.924
58 H 8.958 6.630 22.853
59 C 9.895 5.164 25.395
60 O 10.142 4.158 26.378
61 H 10.244 4.597 24.532
62 H 8.827 5.314 25.236
63 H 10.501 6.062 25.510
64 H 9.443 3.504 26.442
65 C 8.467 1.022 25.640
66 O 7.766 1.969 26.398
67 H 7.880 0.380 24.983
68 H 9.211 1.532 25.029
69 H 9.041 0.467 26.382
70 H 7.097 1.610 26.986
71 C 7.612 2.802 22.643
72 O 8.725 2.157 22.031
73 H 8.001 3.102 23.617
74 H 7.287 3.705 22.127
75 H 6.806 2.072 22.714
76 H 9.461 2.773 21.996

=====

No. 7
Computed, not measured: a cluster of 8 separate species, C13H40N5O10 in total in a non-equilibrium geometry, with the ωB97M-V functional and the def2-TZVPD basis.

E_tot in hartree: -1545.3629
Energy above the lowest of the compared OMol25 structures with the same formula, charge and spin in eV: 5.129
Net charge: -1
Kohn-Sham gap in hartree: 0.2423

Positions of all 68 atoms, in Å:
1 N -0.344 1.171 2.098
2 O 0.752 1.242 2.612
3 O -0.538 1.183 0.879
4 O -1.327 1.080 2.892
5 C -6.536 -3.350 3.075
6 O -6.660 -4.449 3.918
7 H -6.547 -2.449 3.687
8 H -5.543 -3.321 2.627
9 H -7.327 -3.302 2.327
10 H -7.545 -4.750 3.704
11 C -5.535 5.847 6.979
12 O -4.618 4.723 7.072
13 H -5.816 6.184 7.977
14 H -5.166 6.623 6.308
15 H -6.390 5.564 6.366
16 H -4.316 4.560 6.176
17 C 7.324 2.548 3.690
18 O 8.487 2.823 3.662
19 N 6.298 3.181 4.284
20 N 6.764 1.546 3.067
21 H 6.505 4.150 4.481
22 H 5.383 2.755 4.265
23 H 5.767 1.464 2.925
24 H 7.361 0.994 2.468
25 C 2.304 7.763 -0.032
26 O 2.850 8.778 0.361
27 N 1.735 6.905 0.793
28 N 2.529 7.238 -1.189
29 H 1.748 7.152 1.772
30 H 1.382 6.002 0.509
31 H 3.047 7.681 -1.935
32 H 1.995 6.392 -1.326
33 C 4.678 -0.679 -4.325
34 C 4.469 0.591 -3.454
35 C 5.656 1.504 -3.508
36 O 3.341 1.364 -3.881
37 H 3.662 -0.954 -4.608
38 H 5.148 -1.513 -3.804
39 H 5.179 -0.518 -5.280
40 H 4.123 0.291 -2.465
41 H 6.500 0.830 -3.362
42 H 5.502 2.275 -2.753
43 H 5.872 1.947 -4.480
44 H 2.701 1.094 -3.217
45 C -5.913 -1.441 -4.156
46 C -5.990 -1.862 -5.622
47 C -5.539 -3.353 -5.854
48 O -7.327 -1.709 -5.935
49 H -4.935 -1.659 -3.728
50 H -6.606 -1.946 -3.484
51 H -6.262 -0.410 -4.110
52 H -5.471 -1.222 -6.336
53 H -5.945 -3.756 -6.781
54 H -5.873 -3.894 -4.968
55 H -4.450 -3.325 -5.806
56 H -7.534 -2.322 -6.645
57 C 2.478 -5.357 1.413
58 C 1.330 -6.363 1.457
59 C 0.163 -6.176 0.437
60 O 1.846 -7.634 1.159
61 H 2.187 -4.317 1.560
62 H 2.911 -5.326 0.413
63 H 3.257 -5.571 2.144
64 H 0.942 -6.356 2.475
65 H -0.316 -7.143 0.280
66 H 0.652 -5.801 -0.462
67 H -0.642 -5.633 0.933
68 H 2.180 -7.583 0.260